DFT (ωB97M-V/def2-TZVPD) results for C4H6O2 in the gas phase.

Summary:
**HOMO (spin up / spin down)**: -7.72 / -8.06 eV
**Energy relative to the best compared isomer or geometry (same formula, charge and spin)**: 354.7 kJ/mol
**Lowest unoccupied orbital energy (spin up / spin down)**: -0.67 / -0.17 eV
**Frontier orbital gap (spin up / spin down)**: 7.1 / 7.9 eV
**E_tot**: -8336.785 eV

Element x y z (Å)
O1 -0.490 0.733 -0.319
O2 -1.536 -2.279 -1.876
C1 0.160 0.271 0.681
C2 -1.372 -0.072 -0.997
C3 -0.933 -1.398 -1.274
C4 1.344 0.990 1.201
H1 -2.057 0.490 -1.618
H2 2.240 0.375 1.040
H3 1.262 1.153 2.285
H4 0.128 -1.547 -0.914
H5 1.451 1.933 0.662
H6 -0.195 -0.648 1.129

Charge distribution, natural (NBO) scheme, values in e: -0.332 -0.583 0.273 -0.139 0.282 -0.697 0.203 0.246 0.239 0.085 0.241 0.182